ORCA calculation (wB97M-V/def2-TZVPD) on a 12-piece molecular cluster, C28H58F21N5O26S7 overall.

The expectation value of S² is 0.764. Its LUMO energy (spin up / spin down) is 0.85 / -3.98 eV. As for the multiplicity: 2. Its HOMO-LUMO gap (spin up / spin down) is 0.28083 / 0.10326 Eh. Its total charge is -1. The value obtained for the total energy is -223569.625 eV.

Structure (XYZ):
```
145
Properties=species:S:1:pos:R:3:lowdin_spin:R:1
C -8.921 -12.190 -2.505 0.00
C -9.252 -12.318 -3.985 0.00
O -8.590 -12.911 -4.775 0.00
N -10.583 -11.663 -4.380 0.00
H -11.063 -11.210 -3.616 0.00
H -10.381 -10.822 -4.902 0.00
C -11.391 -12.696 -5.190 0.00
H -9.272 -13.056 -1.943 0.00
H -9.336 -11.317 -2.002 0.00
H -7.849 -12.117 -2.327 0.00
H -10.998 -12.903 -6.185 0.00
H -12.327 -12.153 -5.322 0.00
H -11.526 -13.654 -4.688 0.00
C -13.775 -11.552 -0.377 0.00
C -13.445 -12.601 -1.376 0.00
O -12.850 -12.376 -2.429 0.00
N -14.270 -13.901 -1.262 0.00
H -14.340 -14.096 -0.274 0.00
H -15.218 -13.665 -1.519 0.00
C -13.679 -15.074 -2.060 0.00
H -14.682 -11.107 -0.788 0.00
H -13.038 -10.773 -0.179 0.00
H -14.052 -11.897 0.619 0.00
H -13.679 -14.908 -3.138 0.00
H -14.318 -15.915 -1.791 0.00
H -12.663 -15.191 -1.684 0.00
C -14.719 -13.685 -7.276 0.00
N -15.849 -14.783 -7.165 0.00
C -17.160 -14.313 -7.909 0.00
C -15.320 -16.025 -8.034 0.00
C -16.171 -15.232 -5.705 0.00
C -16.450 -14.104 -4.702 0.00
O -15.299 -13.443 -4.425 0.00
H -15.071 -12.796 -6.753 0.00
H -14.604 -13.260 -8.274 0.00
H -13.917 -14.223 -6.772 0.00
H -17.777 -15.184 -8.129 0.00
H -16.798 -13.756 -8.773 0.00
H -17.767 -13.691 -7.251 0.00
H -15.341 -15.666 -9.063 0.00
H -16.104 -16.746 -7.800 0.00
H -14.299 -16.272 -7.744 0.00
H -15.398 -15.909 -5.342 0.00
H -17.062 -15.856 -5.776 0.00
H -16.690 -14.557 -3.740 0.00
H -17.259 -13.428 -4.977 0.00
H -15.477 -12.539 -4.693 0.00
C -20.761 -11.823 -6.792 0.00
N -21.329 -11.496 -8.214 0.00
C -22.860 -11.557 -8.205 0.00
C -20.758 -10.071 -8.529 0.00
C -20.704 -12.500 -9.250 0.00
C -21.317 -12.547 -10.671 0.00
O -22.566 -13.108 -10.654 0.00
H -19.674 -11.813 -6.881 0.00
H -21.144 -12.808 -6.528 0.00
H -21.106 -11.067 -6.086 0.00
H -23.279 -11.216 -9.152 0.00
H -23.177 -10.862 -7.428 0.00
H -23.213 -12.572 -8.022 0.00
H -20.782 -9.856 -9.597 0.00
H -19.718 -9.986 -8.214 0.00
H -21.416 -9.391 -7.988 0.00
H -20.903 -13.514 -8.902 0.00
H -19.615 -12.471 -9.281 0.00
H -20.637 -13.113 -11.309 0.00
H -21.442 -11.499 -10.942 0.00
H -22.518 -13.888 -11.212 0.00
C -11.646 -14.170 -11.571 0.00
N -11.560 -15.458 -10.793 0.00
C -10.919 -15.158 -9.434 0.00
C -12.903 -16.078 -10.573 0.00
C -10.486 -16.405 -11.586 0.00
C -10.845 -16.700 -13.046 0.00
O -12.072 -17.408 -13.177 0.00
H -11.913 -14.298 -12.620 0.00
H -10.751 -13.548 -11.574 0.00
H -12.442 -13.647 -11.042 0.00
H -11.554 -14.447 -8.906 0.00
H -9.947 -14.695 -9.606 0.00
H -10.763 -16.028 -8.797 0.00
H -13.407 -15.301 -9.997 0.00
H -12.798 -16.968 -9.952 0.00
H -13.428 -16.213 -11.518 0.00
H -10.310 -17.327 -11.031 0.00
H -9.561 -15.851 -11.427 0.00
H -10.201 -17.531 -13.333 0.00
H -10.753 -15.825 -13.689 0.00
H -12.119 -17.770 -14.065 0.00
C -14.199 -9.044 -3.698 0.00
F -14.032 -8.865 -5.027 0.00
F -15.182 -8.246 -3.317 0.00
F -14.594 -10.315 -3.554 0.00
S -12.562 -8.652 -2.752 0.00
O -11.983 -7.480 -3.437 0.00
O -12.886 -8.343 -1.365 0.00
O -11.641 -9.789 -2.831 0.00
C -20.094 -17.708 -5.745 0.00
F -20.968 -18.557 -6.216 0.00
F -19.965 -17.766 -4.388 0.00
F -18.865 -18.078 -6.218 0.00
S -20.508 -15.857 -6.218 0.00
O -19.507 -15.028 -5.510 0.00
O -20.423 -15.678 -7.664 0.00
O -21.850 -15.572 -5.737 0.00
C -9.776 -17.382 -6.005 0.00
F -8.736 -17.575 -5.141 0.00
F -9.599 -16.274 -6.741 0.00
F -9.705 -18.436 -6.833 0.00
S -11.614 -17.249 -5.245 0.00
O -12.179 -18.618 -5.091 0.00
O -11.296 -16.531 -3.960 0.00
O -12.351 -16.414 -6.223 0.00
C -14.406 -19.703 -10.168 0.00
F -13.530 -19.573 -11.213 0.00
F -14.565 -21.010 -9.963 0.00
F -13.856 -19.171 -9.025 0.00
S -16.090 -18.744 -10.528 0.00
O -15.734 -17.346 -10.738 0.00
O -16.589 -19.308 -11.766 0.00
O -16.931 -18.996 -9.342 0.00
C -18.251 -11.142 -2.607 0.00
F -17.270 -10.317 -2.805 0.00
F -19.363 -10.460 -2.159 0.00
F -18.685 -11.900 -3.645 0.00
S -17.779 -12.338 -1.097 0.00
O -17.112 -11.472 -0.137 0.00
O -19.070 -12.868 -0.693 0.00
O -16.813 -13.359 -1.592 0.00
C -17.504 -12.052 -11.339 -0.01
F -18.022 -11.071 -10.692 0.00
F -17.938 -13.141 -10.814 0.00
F -17.870 -11.923 -12.662 0.00
S -15.566 -11.951 -11.212 -0.05
O -15.176 -11.321 -12.465 0.25
O -15.183 -11.086 -10.107 0.54
O -15.057 -13.291 -10.883 0.26
C -17.644 -8.975 -6.206 0.00
F -17.874 -8.226 -7.301 0.00
F -16.969 -8.284 -5.275 0.00
F -18.788 -9.571 -5.775 0.00
S -16.585 -10.465 -6.633 0.00
O -15.420 -10.036 -7.476 0.01
O -16.158 -11.093 -5.375 0.00
O -17.505 -11.279 -7.454 0.00
```